{
  "formula": "C35H27IN3O3PRuS",
  "method": "ωB97M-V with the def2-TZVPD basis set",
  "charge": 1,
  "gap_ha": [0.268, 0.253],
  "multiplicity": 2,
  "species": ["Ru", "C", "C", "C", "C", "C", "C", "N", "N", "C", "C", "C", "C", "C", "C", "H", "H", "H", "H", "H", "H", "H", "H", "H", "O", "S", "O", "O", "C", "C", "C", "C", "C", "C", "P", "C", "C", "C", "C", "C", "C", "C", "C", "C", "C", "C", "C", "H", "H", "H", "H", "H", "H", "H", "H", "H", "H", "H", "H", "H", "H", "I", "C", "C", "C", "C", "N", "C", "H", "H", "H", "H"],
  "coordinates": [[0.605, 0.718, 0.222], [2.361, -0.902, 5.566], [3.143, 0.243, 5.621], [3.087, 1.172, 4.600], [2.225, 0.979, 3.519], [1.451, -0.194, 3.457], [1.537, -1.128, 4.467], [2.184, 2.012, 2.590], [1.372, 2.038, 1.661], [1.247, 3.039, 0.712], [1.936, 4.250, 0.650], [1.602, 5.133, -0.352], [0.605, 4.817, -1.277], [-0.044, 3.593, -1.239], [0.284, 2.658, -0.264], [2.387, -1.620, 6.374], [3.785, 0.416, 6.474], [3.680, 2.077, 4.626], [0.797, -0.365, 2.617], [0.938, -2.028, 4.411], [2.701, 4.464, 1.386], [2.112, 6.085, -0.417], [0.346, 5.531, -2.048], [-0.803, 3.383, -1.981], [1.455, -1.289, 0.511], [2.731, -0.980, -0.211], [3.832, -1.756, 0.244], [2.876, 0.496, -0.200], [2.389, -1.400, -1.907], [3.441, -1.860, -2.681], [3.212, -2.214, -4.002], [1.943, -2.079, -4.540], [0.890, -1.612, -3.763], [1.095, -1.278, -2.427], [-0.309, -0.788, -1.350], [-0.868, -2.367, -0.638], [-2.073, -2.386, 0.065], [-2.565, -3.577, 0.575], [-1.849, -4.752, 0.404], [-0.625, -4.728, -0.250], [-0.134, -3.541, -0.774], [-1.587, -0.384, -2.575], [-2.543, -1.301, -3.008], [-3.410, -0.955, -4.036], [-3.334, 0.299, -4.625], [-2.390, 1.219, -4.187], [-1.514, 0.874, -3.171], [4.418, -1.958, -2.227], [4.022, -2.602, -4.605], [1.757, -2.352, -5.571], [-0.095, -1.528, -4.200], [-2.628, -1.466, 0.204], [-3.511, -3.589, 1.102], [-2.240, -5.686, 0.785], [-0.049, -5.637, -0.359], [0.821, -3.534, -1.281], [-2.600, -2.284, -2.561], [-4.143, -1.671, -4.384], [-4.007, 0.559, -5.432], [-2.337, 2.200, -4.642], [-0.745, 1.559, -2.836], [-2.150, 2.615, 5.552], [-2.379, 1.974, 3.582], [-3.624, 1.873, 2.983], [-3.684, 1.452, 1.662], [-2.514, 1.140, 1.001], [-1.316, 1.221, 1.593], [-1.247, 1.642, 2.854], [-4.525, 2.124, 3.526], [-4.634, 1.376, 1.151], [-2.518, 0.831, -0.036], [-0.273, 1.726, 3.309]],
  "atomic_forces_ev_per_a": [[-2.476, 1.022, 1.310], [0.004, 0.021, -0.138], [0.029, -0.043, 0.170], [-0.044, 0.279, -0.175], [-0.182, -0.966, -0.020], [0.128, 0.219, -0.111], [-0.157, 0.004, 0.089], [0.313, 1.981, 0.385], [0.719, -2.285, -0.396], [-0.208, 1.900, -0.795], [0.113, -0.319, 0.424], [0.090, 0.146, -0.047], [-0.069, -0.106, 0.106], [-0.332, -0.190, -0.246], [1.542, -0.444, 0.999], [0.057, -0.012, -0.013], [0.033, 0.010, -0.031], [0.013, -0.012, 0.007], [0.000, -0.099, 0.035], [0.017, -0.006, 0.004], [-0.012, 0.106, -0.023], [-0.011, 0.000, -0.019], [-0.003, 0.008, 0.006], [0.019, 0.008, -0.010], [0.336, 0.074, 0.550], [-0.052, -1.137, -0.230], [0.269, 0.335, -0.114], [-1.186, 0.289, -0.111], [-0.050, 0.016, 0.111], [-0.011, 0.002, 0.160], [-0.011, 0.012, -0.056], [-0.031, 0.003, -0.029], [0.131, -0.035, 0.086], [-0.031, -0.111, 0.046], [0.598, -0.107, -0.834], [-0.135, 0.163, 0.167], [0.125, 0.008, -0.034], [-0.069, 0.026, 0.034], [0.047, 0.015, 0.018], [-0.008, -0.015, -0.045], [-0.075, 0.019, -0.010], [-0.035, 0.166, 0.161], [0.006, 0.035, 0.000], [-0.011, -0.006, -0.021], [0.001, 0.002, 0.031], [0.031, 0.038, -0.025], [-0.017, -0.090, 0.105], [0.016, -0.033, -0.053], [0.012, 0.036, -0.006], [0.027, 0.002, -0.003], [-0.007, -0.004, -0.003], [-0.086, -0.061, -0.020], [0.004, 0.007, 0.001], [0.014, 0.008, 0.030], [-0.011, -0.002, -0.012], [-0.013, -0.036, -0.029], [-0.013, -0.005, -0.011], [0.000, -0.004, 0.014], [-0.018, 0.006, 0.019], [0.030, -0.013, -0.020], [-0.024, 0.046, -0.076], [-0.032, -0.055, -0.158], [-0.029, 0.050, 0.125], [0.046, 0.002, -0.031], [-0.026, 0.041, 0.033], [-0.037, 0.010, -0.016], [0.682, -0.854, -1.363], [0.113, 0.011, 0.140], [0.007, 0.001, 0.013], [0.018, -0.013, -0.029], [-0.037, 0.022, 0.008], [-0.038, -0.086, -0.028]]
}



{
  "formula": "C3H12N2OS",
  "method": "ωB97M-V with the def2-TZVPD basis set",
  "gap_ha": 0.369,
  "species": ["N", "C", "C", "N", "C", "S", "H", "H", "H", "H", "H", "H", "H", "H", "H", "H", "O", "H", "H"],
  "coordinates": [[1.254, -0.920, 0.621], [-0.213, -0.975, 0.682], [-1.026, 0.326, 0.588], [-2.299, 0.122, -0.116], [-0.343, 1.564, -0.004], [0.858, 2.272, 1.218], [1.624, -1.685, 1.165], [1.621, -0.069, 1.023], [-0.561, -1.508, 1.568], [-0.550, -1.656, -0.109], [-1.347, 0.644, 1.584], [-2.689, -0.799, 0.042], [-2.169, 0.144, -1.119], [-1.094, 2.346, 0.011], [0.047, 1.412, -1.009], [1.968, 2.096, 0.495], [1.451, -1.288, -2.354], [1.304, -1.102, -1.418], [2.165, -0.923, -2.868]],
  "atomic_forces_ev_per_a": [[-0.215, 0.212, -0.229], [-0.267, -0.707, -0.059], [-0.348, 0.185, -0.039], [-0.131, 0.056, -0.390], [-0.160, -0.009, 1.000], [0.073, -0.150, -0.560], [0.196, -0.117, -0.083], [-0.134, 0.024, 0.182], [0.052, 0.133, 0.420], [0.092, 0.323, -0.313], [0.343, -0.189, 0.190], [0.036, -0.040, 0.399], [0.207, 0.145, -0.222], [-0.256, -0.043, -0.562], [0.239, 0.121, 0.134], [0.114, 0.039, -0.006], [-1.470, -1.125, -0.956], [1.287, 0.617, 0.178], [0.342, 0.525, 0.918]]
}



{
  "formula": "C6H9FINS",
  "method": "ωB97M-V with the def2-TZVPD basis set",
  "gap_ha": [0.261, 0.251],
  "species": ["C", "C", "C", "C", "C", "C", "N", "F", "S", "I", "H", "H", "H", "H", "H", "H", "H", "H", "H"],
  "coordinates": [[-0.403, -2.354, 0.875], [-2.935, -1.126, 1.745], [0.202, -0.193, -1.498], [-0.547, 1.304, 0.300], [-0.054, -1.022, 0.883], [-0.569, -0.171, -0.210], [-1.013, -3.013, -0.082], [0.016, -2.964, 2.043], [-3.783, -0.362, 2.893], [-3.519, -1.963, -0.010], [0.020, 0.755, -2.037], [1.309, -0.339, -1.455], [-0.157, -1.089, -2.151], [-0.923, 1.366, 1.349], [-0.993, 1.997, -0.442], [0.551, 1.505, 0.290], [0.733, -0.604, 1.580], [-1.559, -0.352, -0.359], [-1.079, -4.065, 0.028]],
  "atomic_forces_ev_per_a": [[0.207, -2.300, 0.032], [-1.350, 1.362, 1.910], [0.185, -1.837, -2.458], [1.384, -0.409, 0.121], [0.525, 0.970, -0.239], [2.265, 2.671, 1.396], [1.790, -0.393, 1.002], [-0.275, -0.470, -0.478], [1.521, -1.144, -1.618], [-1.715, -0.098, -0.253], [0.061, -0.573, 0.021], [-0.808, 0.266, 0.515], [0.537, 1.593, 0.951], [0.039, 0.320, -0.982], [-0.096, -0.383, 0.742], [-0.669, 0.487, 0.399], [-1.275, -0.774, -0.647], [-2.443, -1.008, -0.857], [0.117, 1.721, 0.442]]
}



{
  "formula": "C26H36N4O2",
  "method": "ωB97M-V with the def2-TZVPD basis set",
  "gap_ha": 0.330,
  "species": ["C", "C", "N", "C", "C", "C", "C", "C", "N", "C", "O", "C", "C", "C", "C", "O", "C", "C", "C", "N", "C", "C", "C", "C", "C", "C", "N", "C", "C", "C", "C", "C", "H", "H", "H", "H", "H", "H", "H", "H", "H", "H", "H", "H", "H", "H", "H", "H", "H", "H", "H", "H", "H", "H", "H", "H", "H", "H", "H", "H", "H", "H", "H", "H", "H", "H", "H", "H"],
  "coordinates": [[-7.699, -2.901, -0.058], [-6.278, -2.860, -0.631], [-5.444, -1.764, -0.178], [-5.064, -1.877, 1.220], [-3.820, -1.075, 1.588], [-5.824, -0.466, -0.704], [-6.586, 0.515, 0.220], [-6.020, 1.884, -0.151], [-4.639, 1.609, -0.491], [-3.624, 2.233, 0.152], [-3.823, 3.134, 0.951], [-2.246, 1.779, -0.191], [-1.812, 1.626, -1.505], [-0.514, 1.252, -1.771], [0.391, 1.014, -0.732], [1.629, 0.621, -1.123], [2.650, 0.402, -0.164], [3.742, -0.421, -0.844], [4.907, -0.630, 0.117], [5.451, 0.650, 0.532], [6.670, 0.484, 1.303], [7.788, -0.042, 0.445], [7.991, 0.455, -0.841], [9.038, -0.050, -1.589], [9.850, -1.026, -1.030], [9.565, -1.451, 0.257], [8.561, -0.978, 0.976], [4.449, 1.421, 1.243], [3.267, 1.714, 0.325], [-0.037, 1.184, 0.582], [-1.339, 1.573, 0.840], [-4.584, 0.345, -1.186], [-8.240, -1.990, -0.303], [-7.675, -3.008, 1.024], [-8.240, -3.746, -0.475], [-5.764, -3.791, -0.377], [-6.332, -2.805, -1.723], [-5.882, -1.606, 1.908], [-4.845, -2.936, 1.388], [-2.992, -1.333, 0.933], [-3.536, -1.313, 2.611], [-3.995, -0.006, 1.528], [-6.447, -0.664, -1.580], [-7.663, 0.463, 0.073], [-6.371, 0.307, 1.266], [-6.053, 2.610, 0.661], [-6.533, 2.297, -1.027], [-2.489, 1.823, -2.323], [-0.165, 1.135, -2.785], [2.251, -0.169, 0.687], [3.339, -1.382, -1.164], [4.086, 0.120, -1.726], [4.565, -1.220, 0.988], [5.698, -1.194, -0.381], [6.542, -0.191, 2.166], [6.965, 1.467, 1.685], [7.326, 1.211, -1.227], [9.222, 0.310, -2.592], [10.679, -1.445, -1.578], [10.163, -2.212, 0.742], [4.092, 0.889, 2.145], [4.902, 2.363, 1.563], [2.527, 2.320, 0.849], [3.614, 2.273, -0.545], [0.630, 1.023, 1.414], [-1.664, 1.719, 1.859], [-4.652, 0.513, -2.267], [-3.660, -0.190, -0.978]],
  "atomic_forces_ev_per_a": [[0.332, 0.002, -0.110], [-0.219, -0.073, 0.010], [0.072, -0.298, 0.009], [0.097, 0.105, 0.010], [-0.231, -0.222, -0.009], [0.191, 0.219, -0.060], [0.078, -0.002, -0.191], [-0.264, 0.266, 0.208], [-0.183, 0.065, -0.002], [0.038, 0.126, -0.093], [0.098, 0.084, 0.257], [0.232, 0.069, 0.134], [0.030, 0.002, 0.196], [0.230, -0.050, 0.022], [-0.274, 0.076, -0.127], [-0.130, -0.007, -0.141], [0.479, 0.069, 0.126], [-0.254, -0.022, 0.257], [-0.084, -0.038, -0.261], [0.048, 0.035, 0.141], [-0.110, 0.071, 0.047], [0.008, 0.103, -0.160], [0.092, -0.074, 0.038], [0.000, -0.021, 0.085], [-0.043, 0.020, 0.009], [0.299, -0.104, -0.228], [-0.218, -0.031, 0.420], [-0.101, 0.212, -0.131], [-0.197, -0.218, 0.143], [0.339, -0.119, 0.017], [-0.253, 0.052, -0.177], [0.049, -0.309, -0.247], [-0.116, 0.100, -0.015], [-0.061, -0.009, 0.131], [-0.130, -0.087, -0.013], [-0.020, 0.002, -0.087], [0.020, -0.077, 0.033], [0.051, -0.083, -0.014], [-0.082, 0.045, 0.040], [0.107, 0.005, -0.074], [0.050, 0.048, 0.106], [0.012, 0.166, 0.015], [0.046, 0.003, 0.061], [-0.043, -0.032, 0.068], [-0.002, -0.003, 0.066], [-0.033, -0.041, -0.150], [-0.027, 0.020, 0.059], [-0.083, -0.022, -0.100], [0.043, -0.004, -0.122], [0.016, 0.048, -0.089], [-0.023, -0.017, -0.023], [0.019, 0.010, -0.066], [0.082, 0.003, -0.011], [-0.085, -0.055, 0.056], [0.051, 0.067, -0.073], [-0.052, -0.048, 0.056], [-0.081, 0.073, -0.051], [0.007, 0.028, -0.057], [0.067, -0.055, -0.024], [0.105, -0.065, -0.054], [0.062, 0.039, 0.009], [-0.031, -0.066, 0.064], [-0.007, 0.027, -0.007], [-0.009, 0.033, -0.029], [0.093, -0.019, 0.044], [-0.032, 0.038, 0.094], [0.054, -0.075, 0.005], [-0.118, 0.016, -0.039]]
}



So what do the calculations give for energy above the lowest of the compared OMol25 structures with the same formula, charge and spin? Going down the list: 202.88, 69.41, 71.53, 316.77 kJ/mol.
So what do the calculations give for E? Going down the list: -2871.7829, -704.4118, -1084.3445, -1381.8467 hartree.
So what do the calculations give for molar mass? Going down the list: 828.63, 124.21, 273.11, 436.60 g mol⁻¹.